1.
ORCA calculation (the ωB97M-V functional and the def2-TZVPD basis) on a structure of composition C21H28N5OPtS4.

Values from the calculation:
- largest force on an atom (eV/Å) = 0.495
- total charge = +1
- DFT total energy (a.u.) = -2877.991646
- HOMO-LUMO gap (eV) = 6.97

Cartesian coordinates (Å):
Pt (-0.353, -0.517, 0.515)
N (-3.878, -0.723, 0.233)
C (-3.249, -1.446, 1.198)
N (-1.969, -1.366, 1.486)
C (-1.610, -2.326, 2.444)
C (-2.638, -3.036, 2.943)
S (-4.110, -2.573, 2.177)
C (-0.178, -2.484, 2.667)
C (0.498, -3.184, 3.595)
S (2.200, -2.964, 3.379)
C (1.907, -1.899, 2.045)
N (0.617, -1.772, 1.783)
N (2.850, -1.255, 1.365)
H (-3.265, -0.326, -0.477)
H (-4.750, -1.096, -0.108)
H (-2.611, -3.835, 3.663)
H (0.115, -3.803, 4.388)
H (3.816, -1.500, 1.491)
H (2.541, -0.805, 0.489)
S (-1.469, 1.307, -0.523)
C (-1.898, 1.986, 1.017)
N (-3.096, 1.898, 1.555)
C (-3.363, 2.776, 2.697)
C (-2.006, 2.946, 3.358)
S (-0.820, 2.923, 1.978)
H (-3.847, 1.519, 0.991)
H (-4.088, 2.322, 3.369)
H (-3.758, 3.724, 2.325)
H (-1.772, 2.103, 4.007)
H (-1.918, 3.872, 3.918)
C (1.184, -2.676, -2.378)
C (0.164, -1.693, -2.955)
C (-1.241, -1.972, -2.414)
C (0.626, -0.239, -2.902)
C (0.515, 0.484, -4.091)
C (0.999, 1.772, -4.215)
C (1.686, 2.331, -3.151)
C (1.841, 1.652, -1.950)
C (2.771, 2.253, -0.911)
C (4.060, 1.434, -0.804)
C (2.127, 2.524, 0.444)
C (1.230, 0.395, -1.801)
O (1.303, -0.238, -0.589)
H (0.876, -3.703, -2.586)
H (1.282, -2.559, -1.299)
H (2.167, -2.520, -2.825)
H (0.096, -1.901, -4.026)
H (-1.304, -1.825, -1.334)
H (-1.511, -3.011, -2.614)
H (-1.982, -1.330, -2.897)
H (0.047, 0.006, -4.944)
H (0.889, 2.313, -5.146)
H (2.139, 3.310, -3.259)
H (3.065, 3.227, -1.312)
H (3.866, 0.401, -0.521)
H (4.739, 1.873, -0.070)
H (4.572, 1.408, -1.767)
H (1.763, 1.612, 0.917)
H (1.289, 3.210, 0.312)
H (2.844, 2.996, 1.120)

2.
ORCA calculation (the ωB97M-V functional and the def2-TZVPD basis) on a cluster of 2 separate species, C21H28N6O2S in total in a non-equilibrium geometry.

Values from the calculation:
- largest force on an atom (eV/Å) = 2.471
- SMILES = CN1C(=O)C(=Cc2ccc(N(C)C)cc2)C(=O)N(C)C1=S.C1CN=C2NCCN2C1
- DFT total energy (a.u.) = -1694.209453
- HOMO-LUMO gap (eV) = 6.87

Cartesian coordinates (Å):
C (4.771, -1.055, 1.621)
N (3.553, -0.276, 1.789)
C (2.426, -1.024, 2.128)
O (2.549, -2.229, 2.384)
C (1.144, -0.339, 2.137)
C (0.049, -1.065, 2.499)
C (-1.297, -0.642, 2.228)
C (-1.639, -0.064, 0.982)
C (-2.938, 0.284, 0.712)
C (-3.890, 0.237, 1.762)
N (-5.099, 0.866, 1.593)
C (-5.936, 0.690, 0.421)
C (-5.558, 1.834, 2.568)
C (-3.559, -0.353, 3.008)
C (-2.283, -0.810, 3.229)
C (1.145, 1.140, 2.070)
O (0.174, 1.838, 2.363)
N (2.356, 1.736, 1.675)
C (2.402, 3.186, 1.499)
C (3.594, 1.109, 1.699)
S (5.002, 2.000, 1.597)
H (5.549, -0.336, 1.379)
H (5.003, -1.590, 2.544)
H (4.625, -1.764, 0.804)
H (0.238, -2.020, 3.062)
H (-0.835, 0.081, 0.259)
H (-3.208, 0.710, -0.253)
H (-5.529, -0.078, -0.249)
H (-6.945, 0.369, 0.730)
H (-6.047, 1.630, -0.141)
H (-4.760, 2.042, 3.295)
H (-5.828, 2.781, 2.071)
H (-6.442, 1.461, 3.107)
H (-4.327, -0.445, 3.776)
H (-1.998, -1.233, 4.193)
H (1.404, 3.575, 1.333)
H (2.869, 3.641, 2.378)
H (3.060, 3.371, 0.647)
C (-0.504, -5.904, 3.627)
C (-0.710, -4.473, 3.121)
N (0.070, -3.458, 3.822)
C (1.181, -3.877, 4.387)
N (2.042, -3.105, 5.115)
C (3.196, -3.846, 5.541)
C (2.882, -5.272, 5.117)
N (1.645, -5.150, 4.384)
C (0.953, -6.269, 3.795)
H (-1.012, -5.984, 4.592)
H (-0.984, -6.612, 2.945)
H (-0.520, -4.428, 2.028)
H (-1.767, -4.193, 3.244)
H (1.968, -2.089, 5.128)
H (3.321, -3.783, 6.623)
H (4.120, -3.485, 5.084)
H (2.717, -5.917, 5.985)
H (3.657, -5.716, 4.483)
H (1.084, -7.122, 4.465)
H (1.411, -6.534, 2.828)

3.
ORCA calculation (the ωB97M-V functional and the def2-TZVPD basis) on an isolated molecule of C21H28N6O3 in a non-equilibrium geometry.

Values from the calculation:
- largest force on an atom (eV/Å) = 1.362
- SMILES = CCOCCn1c(N2CCN(c3ccccc3)CC2)nc2c1c(=O)n(C)c(=O)n2C
- DFT total energy (a.u.) = -1371.334707
- HOMO-LUMO gap (eV) = 8.27

Cartesian coordinates (Å):
C (0.427, 2.980, 3.382)
C (1.472, 2.484, 2.396)
O (1.787, 1.142, 2.722)
C (2.791, 0.547, 1.931)
C (2.243, -0.327, 0.789)
N (1.492, 0.424, -0.188)
C (0.169, 0.711, -0.348)
N (-0.866, 0.437, 0.480)
C (-0.827, -0.354, 1.687)
C (-1.158, -1.823, 1.387)
N (-2.470, -1.868, 0.781)
C (-3.243, -3.024, 0.877)
C (-4.611, -2.962, 0.592)
C (-5.414, -4.076, 0.727)
C (-4.883, -5.280, 1.161)
C (-3.534, -5.352, 1.455)
C (-2.720, -4.243, 1.313)
C (-2.535, -1.073, -0.430)
C (-2.187, 0.385, -0.117)
N (-0.061, 1.423, -1.457)
C (1.146, 1.623, -2.015)
C (2.144, 1.033, -1.262)
C (3.516, 1.096, -1.623)
O (4.466, 0.612, -1.027)
N (3.691, 1.821, -2.812)
C (5.049, 1.970, -3.309)
C (2.717, 2.423, -3.589)
O (3.003, 3.026, -4.603)
N (1.412, 2.307, -3.157)
C (0.338, 2.910, -3.914)
H (-0.482, 2.393, 3.286)
H (0.801, 2.880, 4.396)
H (0.200, 4.023, 3.183)
H (1.085, 2.558, 1.371)
H (2.382, 3.099, 2.464)
H (3.459, 1.305, 1.510)
H (3.373, -0.100, 2.595)
H (1.640, -1.143, 1.186)
H (3.109, -0.745, 0.269)
H (0.121, -0.236, 2.206)
H (-1.616, 0.037, 2.339)
H (-1.175, -2.379, 2.325)
H (-0.386, -2.254, 0.724)
H (-5.052, -2.028, 0.280)
H (-6.468, -4.000, 0.502)
H (-5.514, -6.148, 1.269)
H (-3.102, -6.284, 1.790)
H (-1.667, -4.340, 1.529)
H (-3.532, -1.135, -0.863)
H (-1.813, -1.449, -1.175)
H (-2.182, 0.987, -1.024)
H (-2.904, 0.795, 0.600)
H (5.131, 1.527, -4.301)
H (5.305, 3.027, -3.377)
H (5.709, 1.462, -2.610)
H (-0.334, 2.136, -4.285)
H (-0.224, 3.589, -3.273)
H (0.783, 3.451, -4.747)

4.
ORCA calculation (the ωB97M-V functional and the def2-TZVPD basis) on a structure of composition C21H29Br6F12NO9 in a non-equilibrium geometry.

Values from the calculation:
- largest force on an atom (eV/Å) = 1.310
- DFT total energy (a.u.) = -18192.055939
- HOMO-LUMO gap (eV) = 10.12

Cartesian coordinates (Å):
C (3.063, 0.228, -18.494)
C (3.199, 1.740, -18.378)
O (3.236, 2.255, -17.258)
N (3.241, 2.482, -19.517)
C (3.109, 3.919, -19.533)
H (3.601, -0.127, -17.619)
H (3.488, -0.236, -19.380)
H (1.997, 0.035, -18.383)
H (3.181, 1.944, -20.364)
H (3.801, 4.401, -18.848)
H (2.116, 4.234, -19.211)
H (3.356, 4.219, -20.547)
C (10.874, -2.071, -13.288)
C (9.972, -0.892, -13.493)
O (8.936, -1.215, -14.431)
C (7.910, -0.409, -14.442)
O (7.701, 0.485, -13.676)
C (6.929, -0.757, -15.566)
F (6.397, -1.967, -15.330)
F (5.940, 0.125, -15.659)
F (7.579, -0.762, -16.754)
H (10.399, -2.972, -12.905)
H (11.707, -1.812, -12.638)
H (11.307, -2.302, -14.265)
H (10.575, -0.086, -13.920)
H (9.508, -0.473, -12.606)
C (2.092, 2.842, -10.284)
C (1.617, 3.553, -9.047)
O (2.743, 3.801, -8.195)
C (2.801, 4.930, -7.527)
O (1.985, 5.789, -7.530)
C (4.070, 5.040, -6.647)
F (4.851, 3.967, -6.714)
F (4.782, 6.119, -6.990)
F (3.689, 5.164, -5.374)
H (1.348, 2.587, -11.036)
H (2.664, 1.942, -10.072)
H (2.749, 3.541, -10.816)
H (0.934, 2.932, -8.459)
H (1.084, 4.466, -9.306)
C (6.699, 6.831, -13.435)
C (7.459, 7.840, -12.611)
O (8.471, 7.141, -11.858)
C (9.416, 7.838, -11.289)
O (9.543, 9.020, -11.323)
C (10.508, 6.950, -10.676)
F (9.994, 5.774, -10.254)
F (11.443, 6.695, -11.591)
F (11.082, 7.555, -9.642)
H (6.169, 6.050, -12.901)
H (7.446, 6.403, -14.111)
H (5.959, 7.350, -14.049)
H (6.833, 8.404, -11.910)
H (7.922, 8.617, -13.224)
C (6.213, 3.943, -17.145)
C (7.637, 4.410, -17.313)
O (8.509, 3.273, -17.218)
C (9.146, 2.867, -18.294)
O (8.988, 3.281, -19.400)
C (10.179, 1.767, -17.979)
F (9.833, 1.075, -16.883)
F (10.279, 0.909, -18.989)
F (11.394, 2.350, -17.798)
H (5.522, 4.785, -17.189)
H (6.068, 3.464, -16.178)
H (5.996, 3.217, -17.927)
H (7.949, 5.163, -16.589)
H (7.785, 4.887, -18.282)
C (3.701, 2.657, -14.097)
Br (3.247, 1.101, -13.046)
Br (5.394, 3.425, -13.570)
Br (2.281, 3.978, -13.913)
H (3.713, 2.427, -15.155)
C (6.804, 1.766, -10.384)
Br (7.339, 3.630, -10.305)
Br (5.497, 1.329, -9.026)
Br (8.335, 0.582, -10.345)
H (6.311, 1.649, -11.337)

Among the records above, which one has the lowest HOMO-LUMO gap?
C21H28N6O2S

The highest DFT total energy belongs to which entry?
C21H28N6O3